ORCA calculation (ωB97M-V with the def2-TZVPD basis set) on a single C4H7BrFOP molecule.

```
15
C4H7BrFOP | OMol25 | ωB97M-V with the def2-TZVPD basis set
O 2.457 1.286 1.273
C 1.929 0.920 0.284
Br 1.197 2.232 -0.953
C 1.762 -0.509 -0.150
P 0.171 -0.963 -1.013
C -1.096 -0.538 0.278
C -2.036 0.595 -0.142
F -2.133 1.529 0.876
H 1.942 -1.119 0.737
H 2.574 -0.705 -0.862
H 0.286 -2.321 -0.644
H -1.670 -1.454 0.434
H -0.649 -0.286 1.244
H -3.045 0.220 -0.325
H -1.689 1.113 -1.037
```

Calculated values
HOMO-LUMO gap   0.3787 hartree
Highest occupied orbital energy   -0.3565 Eh
LUMO level   0.60 eV
SMILES string   O=C(Br)CPCCF